Entry 1:
{
  "formula": "C22H29N3O3S",
  "method": "the ωB97M-V functional and the def2-TZVPD basis",
  "species": ["C", "C", "C", "C", "C", "N", "C", "O", "C", "C", "S", "C", "C", "C", "C", "C", "C", "C", "C", "O", "N", "C", "O", "N", "C", "C", "C", "C", "C", "H", "H", "H", "H", "H", "H", "H", "H", "H", "H", "H", "H", "H", "H", "H", "H", "H", "H", "H", "H", "H", "H", "H", "H", "H", "H", "H", "H", "H"],
  "coordinates": [[4.43128, 3.67973, -1.11087], [3.19607, 2.78837, -1.06709], [3.25993, 1.72828, 0.03919], [3.34958, 2.35889, 1.42887], [2.04531, 0.79280, -0.07683], [0.80156, 1.45061, 0.28447], [-0.35298, 0.92566, -0.18667], [-0.41924, 0.23862, -1.18451], [-1.56487, 1.25351, 0.68865], [-1.55260, 0.30014, 1.90089], [-2.35740, -1.23742, 1.32976], [-3.09461, -0.39357, -0.16619], [-4.58044, -0.43048, -0.26059], [-5.44318, -1.48565, -0.47040], [-6.80413, -1.21450, -0.51696], [-7.28676, 0.07796, -0.36358], [-6.42096, 1.13992, -0.15346], [-5.06530, 0.87058, -0.10516], [-3.92475, 1.77302, 0.15966], [-3.91493, 2.94547, 0.45755], [-2.79978, 0.99286, 0.00795], [2.14259, -0.42167, 0.86369], [1.73395, -0.30910, 2.01274], [2.64512, -1.57374, 0.39243], [2.99873, -1.85315, -0.98196], [1.82157, -2.53892, -1.67965], [1.47750, -3.82795, -0.93518], [1.21518, -3.53342, 0.54066], [2.40333, -2.78930, 1.15178], [4.37660, 4.35085, -1.96460], [5.33312, 3.07835, -1.20571], [4.51162, 4.28324, -0.21126], [3.09034, 2.28514, -2.03129], [2.30542, 3.40175, -0.91833], [4.15094, 1.10867, -0.11939], [3.14123, 1.61875, 2.19771], [2.63980, 3.17765, 1.52696], [4.34715, 2.75254, 1.60212], [1.91251, 0.47308, -1.11200], [0.79591, 1.83763, 1.21779], [-1.55320, 2.30282, 1.00040], [-0.54936, 0.05065, 2.24606], [-2.14029, 0.70737, 2.72456], [-2.58139, -0.82098, -1.03155], [-5.07024, -2.49219, -0.58144], [-7.49995, -2.02545, -0.67316], [-8.35088, 0.25606, -0.40611], [-6.77987, 2.14987, -0.03056], [3.29939, -0.94415, -1.50006], [3.86137, -2.52903, -0.96542], [2.08169, -2.75479, -2.71672], [0.96146, -1.86580, -1.67315], [0.59820, -4.29354, -1.38212], [2.31125, -4.53002, -1.02304], [1.04328, -4.45980, 1.08969], [0.32289, -2.91148, 0.63772], [2.19584, -2.50734, 2.18448], [3.30539, -3.40744, 1.11925]],
  "multiplicity": 1,
  "e_tot_ev": -44735.2415,
  "smiles": "CC[C@@H](C)[C@H](NC(=O)[C@@H]1CS[C@H]2c3ccccc3C(=O)N12)C(=O)N1CCCCC1",
  "lumo_ev": 0.6,
  "gap_ev": 9.35
}

***

Entry 2:
{
  "formula": "C32H68B2DyN7O3PSSbSi3",
  "method": "the ωB97M-V functional and the def2-TZVPD basis",
  "species": ["Dy", "C", "Sb", "C", "C", "C", "C", "C", "C", "N", "Si", "C", "C", "C", "C", "C", "C", "C", "C", "C", "N", "Si", "C", "C", "C", "Si", "C", "C", "C", "H", "H", "H", "H", "H", "H", "H", "H", "H", "H", "H", "H", "H", "H", "H", "H", "H", "H", "H", "H", "H", "H", "H", "H", "H", "H", "H", "H", "H", "H", "H", "H", "H", "H", "H", "H", "H", "H", "O", "B", "C", "N", "H", "H", "H", "B", "C", "N", "H", "H", "H", "C", "S", "C", "O", "H", "H", "H", "H", "H", "H", "C", "N", "C", "P", "O", "N", "C", "C", "N", "C", "C", "H", "H", "H", "H", "H", "H", "H", "H", "H", "H", "H", "H", "H", "H", "H", "H", "H", "H"],
  "coordinates": [[0.13373, -0.93589, 1.42266], [-2.37323, 3.67956, 0.15928], [-0.33493, 2.87183, 0.26289], [0.85743, 3.51633, 2.31507], [2.00686, 4.25192, 2.10856], [3.37334, 4.18495, 2.64266], [4.24493, 4.73077, 1.76384], [3.93604, 4.92831, 0.37851], [2.62289, 5.05608, 0.18522], [1.76586, 5.24225, 1.24403], [0.21910, 2.08538, 3.25652], [-1.25293, 1.82487, 4.59104], [1.66301, 10.18385, -1.50469], [2.74430, 8.98012, -0.99112], [3.18144, -0.60537, -3.10543], [3.52423, -0.44593, -1.78201], [4.84968, -0.11728, -1.52448], [5.47299, -0.17867, -0.23521], [4.88178, -1.24331, 0.50305], [3.53414, -1.59285, 0.10516], [2.76021, -0.89521, -0.74810], [1.83748, -1.90190, -3.47573], [0.08264, -0.96552, -3.63848], [2.40967, -2.83728, -4.95185], [1.28068, -3.37070, -2.37715], [3.75246, 0.71730, -4.29015], [3.54969, 2.24292, -3.23342], [2.66394, 1.10780, -5.86966], [5.71158, 0.55205, -4.65891], [-2.40029, 4.47923, 0.94038], [-3.00713, 2.84570, 0.42569], [-2.57366, 4.05853, -0.84906], [3.66991, 3.73011, 3.60603], [5.30205, 4.84531, 2.10554], [4.73187, 5.06297, -0.34449], [2.22316, 5.12099, -0.82977], [-1.30825, 2.92244, 4.87665], [-0.84577, 1.36906, 5.46658], [-2.21767, 1.48689, 4.25614], [2.17467, 10.99612, -1.28316], [0.79679, 10.43781, -0.77362], [1.54444, 10.11958, -2.62126], [2.66357, 8.79623, 0.08129], [3.78940, 9.00134, -1.18022], [2.36888, 8.01099, -1.40597], [5.39263, 0.20158, -2.42945], [6.45236, 0.29621, 0.00895], [5.39075, -2.00020, 1.16903], [3.10346, -2.44269, 0.64432], [0.36398, 0.05040, -4.15801], [-0.97618, -0.61873, -3.34172], [-0.26236, -1.55670, -4.53763], [2.78890, -2.38128, -5.88034], [1.53495, -3.34726, -5.29485], [3.31604, -3.47133, -4.83721], [0.82187, -2.75185, -1.60404], [2.20939, -3.74943, -1.87951], [0.58897, -4.18461, -2.73306], [4.38172, 2.73605, -2.73239], [2.71696, 2.10565, -2.52569], [3.10684, 2.98620, -3.87582], [2.34478, 2.14390, -6.12429], [1.71316, 0.69263, -5.54541], [2.96498, 0.63571, -6.82997], [6.08078, -0.47998, -4.65114], [6.32013, 1.17844, -4.00401], [5.88477, 0.97269, -5.67771], [-0.26238, 0.95221, 2.25106], [3.47589, -0.18695, 4.64232], [2.59980, -0.66915, 3.44566], [1.77512, -1.31434, 2.87579], [3.26462, -0.87918, 5.58910], [3.06383, 0.96943, 5.06662], [4.62810, -0.04750, 4.40487], [-2.65939, -4.03603, 3.38748], [-1.56781, -3.02289, 2.80137], [-1.43712, -1.95855, 2.27237], [-2.00964, -4.15421, 4.37634], [-2.47032, -5.03975, 2.70311], [-3.71347, -3.46930, 3.58087], [2.69299, -5.85625, 1.45784], [4.01349, -6.11248, 2.60281], [3.03760, -7.15431, 3.72274], [4.36385, -4.81115, 3.22372], [2.33161, -6.85125, 1.12589], [3.08039, -5.38147, 0.54170], [1.85305, -5.28110, 1.94170], [2.97276, -8.12684, 3.18440], [2.09132, -6.71881, 3.89157], [3.62742, -7.29598, 4.65154], [-8.14844, -3.49573, -0.43809], [-6.84840, -3.02931, 0.09250], [-5.95921, -4.11485, 0.28101], [-6.36921, -1.55721, -0.51691], [-6.34709, -1.49643, -2.01774], [-4.91095, -1.32047, 0.40725], [-4.72954, -1.72721, 1.82456], [-4.09283, -0.23828, -0.02868], [-7.51783, -0.51366, 0.24903], [-7.52748, 1.06702, 0.10595], [-8.32423, -0.86136, 1.46543], [-8.18714, -4.60305, -0.29319], [-8.28731, -3.12253, -1.45991], [-8.93462, -3.17779, 0.23578], [-6.00302, -4.61141, 1.19865], [-4.90598, -3.75242, 0.21800], [-6.18303, -4.75343, -0.55744], [-4.88339, -0.85155, 2.47070], [-3.65216, -2.01916, 1.91519], [-5.32722, -2.59345, 2.16318], [-4.65342, 0.70115, 0.21877], [-3.80468, -0.29879, -1.08251], [-3.11485, -0.12989, 0.47083], [-6.56519, 1.43995, 0.54902], [-8.48865, 1.44650, 0.31740], [-7.60946, 1.45643, -1.03158], [-9.36910, -0.72321, 1.22973], [-8.08457, -0.18441, 2.28137], [-8.17259, -1.85471, 1.80795]],
  "multiplicity": 6,
  "e_tot_ev": -126581.0736,
  "charge": -2,
  "lumo_ev": [3.6, 3.6],
  "gap_ev": [4.81, 4.82]
}

***

Entry 3:
{
  "formula": "C16H30CuNP",
  "method": "the ωB97M-V functional and the def2-TZVPD basis",
  "species": ["Cu", "C", "N", "C", "C", "C", "C", "C", "C", "C", "C", "H", "H", "H", "H", "H", "H", "H", "H", "H", "H", "H", "H", "C", "C", "P", "C", "C", "C", "C", "H", "H", "H", "H", "H", "H", "H", "H", "H", "H", "H", "H", "H", "H", "H", "C", "H", "H", "H"],
  "coordinates": [[0.01449, -0.38222, 1.29148], [-1.22094, -4.80788, -1.36946], [-1.61788, -4.05060, -0.20717], [-0.64021, -4.13636, 0.85588], [-1.83698, -2.65061, -0.56007], [-2.53631, -1.90137, 0.54535], [-3.83119, -2.31828, 0.83023], [-4.60497, -1.65641, 1.76264], [-4.06878, -0.54225, 2.38641], [-2.76363, -0.16361, 2.13165], [-1.91172, -0.82650, 1.21881], [-1.00599, -5.83758, -1.08091], [-0.33315, -4.38740, -1.87143], [-2.04429, -4.81492, -2.08624], [-0.48336, -5.17890, 1.13966], [-1.02060, -3.58617, 1.71410], [0.32556, -3.69040, 0.57220], [-2.48027, -2.63681, -1.44867], [-0.88613, -2.15473, -0.81785], [-4.23346, -3.18053, 0.30882], [-5.61346, -1.98987, 1.98442], [-4.67108, 0.02144, 3.09220], [-2.38047, 0.70408, 2.66359], [-2.84506, -0.82294, -4.01126], [-1.84670, 0.32270, -3.91680], [-1.15805, 0.42896, -2.16171], [0.44398, 1.30535, -2.55236], [0.41650, 2.52988, -3.45964], [-2.16146, 1.87774, -1.54397], [-3.50335, 1.43274, -0.97765], [-3.16955, -0.98467, -5.04102], [-3.71809, -0.60718, -3.39965], [-2.39393, -1.74047, -3.63682], [-2.32632, 1.26171, -4.20812], [-1.01063, 0.13437, -4.59633], [1.08494, 0.53642, -2.99691], [0.88055, 1.55660, -1.58180], [-0.07745, 2.31129, -4.40522], [1.43780, 2.84179, -3.67957], [-0.09808, 3.36095, -2.98331], [-2.31222, 2.60697, -2.34809], [-1.56145, 2.33511, -0.75316], [-4.12462, 0.99868, -1.75929], [-4.03879, 2.27822, -0.54169], [-3.35064, 0.67876, -0.20833], [1.96049, -0.11520, 1.80515], [2.67016, -0.03971, 0.96455], [2.32519, -0.96812, 2.39954], [2.16997, 0.76554, 2.43585]],
  "multiplicity": 1,
  "e_tot_ev": -72496.9355,
  "charge": -1,
  "lumo_ev": 3.1,
  "gap_ev": 6.97
}

***

Entry 4:
{
  "formula": "C2H6N4",
  "method": "the ωB97M-V functional and the def2-TZVPD basis",
  "species": ["C", "C", "H", "H", "H", "H", "H", "H", "N", "N", "N", "N"],
  "coordinates": [[1.19438, -0.78587, 0.07558], [-1.27934, -0.73516, -0.07791], [-0.34569, 1.73594, -0.79635], [1.36511, 1.32635, 0.26052], [1.08516, -1.88623, 0.81010], [2.83988, -0.66424, -0.60670], [-1.46661, -1.77753, -0.24953], [-3.01026, -0.40450, -0.29805], [0.07763, 1.38351, 0.27863], [0.01466, -0.17646, 0.40501], [2.17290, 0.11138, -0.36018], [-2.25916, 0.22391, -0.19575]],
  "multiplicity": 1,
  "e_tot_ev": -8125.5048,
  "lumo_ev": 0.2,
  "gap_ev": 9.20
}

***

Entry 5:
{
  "formula": "C15H34INO10P3S3",
  "method": "the ωB97M-V functional and the def2-TZVPD basis",
  "species": ["C", "C", "C", "C", "C", "C", "C", "C", "O", "C", "I", "C", "O", "C", "P", "N", "C", "O", "C", "P", "S", "P", "O", "O", "S", "S", "C", "O", "O", "H", "H", "H", "H", "H", "H", "H", "H", "H", "H", "H", "H", "H", "H", "H", "H", "H", "H", "H", "H", "H", "H", "H", "H", "H", "H", "H", "H", "H", "H", "H", "H", "H", "C", "O", "O", "O", "H"],
  "coordinates": [[-0.79613, 1.85039, 3.63444], [-1.30552, 3.20348, 3.14189], [-1.68520, 3.14541, 1.65217], [-0.50534, 3.47607, 0.72223], [-0.47117, 2.62960, -0.57090], [0.87782, 1.95482, -0.80403], [0.81776, 0.71446, -1.69338], [0.13347, -0.46314, -0.99630], [-1.25388, -0.41129, -1.32002], [-2.16497, -1.20490, -0.64627], [-2.35061, -3.20342, -1.44514], [-3.49525, -0.45607, -0.87823], [-4.64828, -1.21921, -0.65932], [-5.56855, -0.72828, 0.29276], [-1.90844, -1.31454, 1.20639], [-1.27665, -2.60501, 1.85661], [0.78099, -1.81630, -1.31367], [2.05892, -1.83938, -0.68369], [1.94567, -2.37826, 0.62721], [3.21338, -1.54223, 1.69142], [4.98594, -2.28857, 1.89645], [2.07754, -4.21611, 0.56655], [2.15398, -4.57902, 2.13002], [0.62326, -4.66107, 0.08066], [3.43633, -4.92337, -0.54876], [1.04907, -2.19521, -3.08620], [2.73409, -1.77011, -3.40145], [0.92794, -3.62214, -3.19952], [0.17609, -1.38735, -3.88807], [0.05809, 1.52282, 3.03759], [-0.51939, 1.85982, 4.68784], [-1.58092, 1.09720, 3.51169], [-0.49646, 3.92779, 3.26080], [-2.16010, 3.51500, 3.74251], [-2.53198, 3.80941, 1.46977], [-2.04395, 2.13029, 1.44271], [0.41401, 3.29148, 1.27815], [-0.56218, 4.52458, 0.43898], [-0.67477, 3.26273, -1.43385], [-1.27088, 1.88742, -0.51238], [1.55080, 2.66452, -1.27605], [1.35139, 1.65981, 0.14142], [1.84846, 0.45040, -1.92448], [0.31200, 0.91052, -2.63727], [0.28685, -0.26200, 0.07144], [-3.50166, 0.44613, -0.25566], [-3.45312, -0.14063, -1.92218], [-5.57754, 0.36332, 0.32730], [-6.55566, -1.07576, -0.00383], [-5.35146, -1.10470, 1.29608], [-3.19087, -1.03115, 1.68752], [-1.14764, -0.17622, 1.50386], [-1.95149, -3.04514, 2.46909], [0.20962, -2.68150, -0.98036], [0.96030, -2.10934, 1.03030], [2.50233, -1.44761, 2.89665], [3.23589, -0.26336, 1.12407], [1.31949, -4.41119, 2.57759], [-0.06217, -4.59768, 0.75634], [3.17742, -1.19209, -2.59861], [3.28136, -2.70065, -3.52317], [2.74622, -1.19032, -4.32186], [3.57841, 4.78549, -2.22659], [4.56495, 5.35313, -2.73240], [3.62922, 3.35012, -2.32281], [2.57037, 5.21937, -1.66137], [4.47278, 3.24871, -2.78267]],
  "multiplicity": 1,
  "e_tot_ev": -106545.7264,
  "charge": -1,
  "lumo_ev": 1.5,
  "gap_ev": 6.21
}

***

Repeat the fourth record exactly.
{
  "formula": "C2H6N4",
  "method": "the ωB97M-V functional and the def2-TZVPD basis",
  "species": ["C", "C", "H", "H", "H", "H", "H", "H", "N", "N", "N", "N"],
  "coordinates": [[1.19438, -0.78587, 0.07558], [-1.27934, -0.73516, -0.07791], [-0.34569, 1.73594, -0.79635], [1.36511, 1.32635, 0.26052], [1.08516, -1.88623, 0.81010], [2.83988, -0.66424, -0.60670], [-1.46661, -1.77753, -0.24953], [-3.01026, -0.40450, -0.29805], [0.07763, 1.38351, 0.27863], [0.01466, -0.17646, 0.40501], [2.17290, 0.11138, -0.36018], [-2.25916, 0.22391, -0.19575]],
  "multiplicity": 1,
  "e_tot_ev": -8125.5048,
  "lumo_ev": 0.2,
  "gap_ev": 9.20
}